[1]
DFT (ωB97M-V/def2-TZVPD) results for C24H26N6OS in the gas phase in a non-equilibrium geometry.

Properties
* strongest force on any atom: 1.0 eV/Å
* SMILES: CCn1c(SCC(=O)N2CCN(c3ccccc3)CC2)nnc1-c1c[nH]c2ccccc12
* Kohn-Sham gap: 0.2923 Eh
* energy above the lowest of the compared OMol25 structures with the same formula, charge and spin: 4.71 kcal/mol

Cartesian coordinates (Å):
C (-4.13819, -2.75468, -1.13949)
C (-3.53302, -1.89673, -0.03205)
N (-2.26809, -1.34800, -0.43936)
C (-1.09949, -2.03281, -0.56462)
S (-0.87868, -3.67455, -0.04319)
C (0.90475, -3.51744, 0.27084)
C (1.10051, -2.29727, 1.16955)
O (0.26939, -2.02510, 2.01708)
N (2.22150, -1.56901, 1.00566)
C (3.24376, -1.72288, -0.00400)
C (3.09160, -0.60866, -1.05852)
N (3.22653, 0.68125, -0.41705)
C (4.48241, 1.24330, -0.24242)
C (4.84912, 1.93269, 0.91925)
C (6.08785, 2.53535, 1.03129)
C (7.00595, 2.47013, -0.00073)
C (6.65491, 1.80162, -1.16197)
C (5.41813, 1.20407, -1.28511)
C (2.19951, 0.82529, 0.59084)
C (2.30578, -0.27404, 1.66012)
N (-0.15914, -1.26771, -1.05103)
N (-0.69752, -0.05292, -1.25375)
C (-1.95314, -0.09196, -0.89341)
C (-2.87222, 1.02190, -0.94222)
C (-3.10841, 1.82571, -2.02415)
N (-4.02849, 2.77841, -1.70247)
C (-4.39406, 2.62785, -0.39450)
C (-5.27892, 3.36218, 0.38494)
C (-5.42745, 2.99007, 1.70351)
C (-4.70354, 1.92306, 2.24296)
C (-3.82767, 1.18803, 1.47623)
C (-3.67897, 1.52514, 0.13015)
H (-5.09743, -3.14760, -0.81510)
H (-3.47964, -3.58856, -1.37268)
H (-4.28813, -2.16126, -2.03929)
H (-4.20069, -1.06888, 0.21296)
H (-3.36383, -2.50609, 0.86151)
H (1.38841, -3.43328, -0.69753)
H (1.21130, -4.42918, 0.78347)
H (3.20668, -2.70755, -0.46368)
H (4.21838, -1.61389, 0.48978)
H (3.83889, -0.74077, -1.83752)
H (2.09072, -0.67143, -1.49610)
H (4.17224, 2.00184, 1.75618)
H (6.33869, 3.05510, 1.94525)
H (7.97488, 2.93592, 0.09431)
H (7.35081, 1.75152, -1.98735)
H (5.16735, 0.72020, -2.21656)
H (2.24566, 1.81489, 1.04298)
H (1.23517, 0.72666, 0.08166)
H (1.48744, -0.20148, 2.37669)
H (3.26354, -0.20931, 2.18692)
H (-2.68016, 1.76733, -3.00541)
H (-4.36723, 3.49319, -2.32375)
H (-5.82242, 4.19893, -0.02838)
H (-6.10606, 3.53939, 2.33871)
H (-4.83311, 1.67794, 3.28648)
H (-3.25430, 0.38226, 1.91018)

Atomic forces in eV per Å
C 0.06 0.15 0.18
C -0.58 -0.28 -0.03
N 0.81 0.25 -0.11
C -0.05 -0.08 -0.08
S 0.06 -0.44 -0.01
C -0.49 0.15 -0.15
C 0.27 -0.18 0.18
O -0.18 0.01 0.17
N 0.20 0.10 0.22
C 0.07 0.04 -0.52
C 0.16 -0.42 -0.06
N -0.23 0.18 -0.19
C 0.20 0.19 0.01
C -0.20 -0.08 0.07
C 0.15 0.05 -0.05
C 0.12 0.10 0.08
C 0.04 -0.03 0.02
C 0.00 -0.13 -0.07
C -0.07 -0.07 0.36
C -0.21 0.39 0.19
N 0.03 -0.90 -0.05
N -0.25 0.99 -0.13
C 0.14 -0.10 -0.06
C -0.25 0.25 -0.26
C 0.14 -0.39 0.09
N -0.01 0.26 -0.29
C -0.01 -0.31 0.57
C -0.06 0.07 0.01
C -0.07 0.14 -0.09
C 0.05 -0.15 0.16
C -0.05 0.07 0.00
C -0.19 0.39 -0.19
H -0.11 -0.08 0.00
H 0.00 -0.09 -0.08
H -0.01 0.02 -0.07
H 0.12 -0.13 0.05
H -0.04 0.18 0.00
H 0.10 -0.04 0.14
H 0.02 0.01 -0.03
H 0.02 0.01 0.04
H -0.05 -0.08 -0.09
H -0.05 0.02 -0.01
H 0.19 -0.06 -0.03
H -0.08 -0.03 0.04
H 0.01 0.03 0.06
H 0.08 0.04 0.01
H 0.04 0.00 -0.07
H -0.05 -0.02 -0.06
H -0.03 0.00 -0.01
H 0.06 0.07 0.12
H 0.15 0.00 -0.04
H -0.05 0.02 0.01
H 0.08 0.00 -0.17
H 0.06 -0.09 0.07
H -0.07 0.09 -0.01
H -0.06 0.06 0.03
H 0.00 -0.03 0.09
H 0.05 -0.10 0.05

These are the natural (NBO) partial charges, in e, on atoms 1 to 8:
1. C -0.612
2. C -0.222
3. N -0.361
4. C 0.187
5. S 0.286
6. C -0.612
7. C 0.693
8. O -0.649

---

[2]
DFT (ωB97M-V/def2-TZVPD) results for a molecular structure, C24H27AgN4O2P.

Properties
* strongest force on any atom: 0.8 eV/Å
* Kohn-Sham gap: 0.2245 Eh
* energy above the lowest of the compared OMol25 structures with the same formula, charge and spin: 0.00 kcal/mol
* charge: -1

Cartesian coordinates (Å):
Ag (-0.26193, 0.54353, 0.25513)
O (1.91144, 3.99239, -1.14712)
C (1.59661, 3.04043, -0.40893)
N (0.42520, 2.68812, 0.08712)
C (-0.67351, 3.57175, -0.08294)
C (-0.48864, 4.95543, -0.13179)
C (-1.54976, 5.83817, -0.21895)
C (-2.84050, 5.34708, -0.27210)
C (-3.05901, 3.98244, -0.21049)
C (-2.00183, 3.07229, -0.08982)
N (-2.20285, 1.69985, 0.12003)
C (-3.38376, 1.13221, -0.01949)
O (-4.45384, 1.55985, -0.49617)
C (-3.50357, -0.30457, 0.52868)
C (-4.62944, -1.04581, 0.15931)
C (-4.80092, -2.30854, 0.68603)
C (-3.85969, -2.80102, 1.58400)
C (-2.77933, -1.99235, 1.89332)
N (-2.59669, -0.78408, 1.37602)
C (2.82480, 2.23793, 0.03122)
C (4.00182, 2.98128, 0.20128)
C (5.16710, 2.33922, 0.54237)
C (5.15964, 0.95480, 0.66757)
C (3.96007, 0.30478, 0.46241)
N (2.81239, 0.91947, 0.17644)
H (0.52027, 5.33283, -0.12187)
H (-1.35689, 6.90363, -0.25391)
H (-3.68814, 6.01531, -0.35616)
H (-4.05731, 3.58624, -0.25285)
H (-5.32820, -0.58609, -0.52160)
H (-5.66655, -2.90105, 0.41241)
H (-3.96310, -3.77869, 2.03719)
H (-2.01557, -2.33462, 2.58546)
H (3.95231, 4.04517, 0.03551)
H (6.07752, 2.90606, 0.69111)
H (6.05092, 0.39393, 0.90806)
H (3.91345, -0.77613, 0.51714)
C (-1.53274, -2.90068, -1.58544)
C (-0.53665, -3.16363, -0.46753)
P (0.51290, -1.70592, -0.14666)
C (1.62835, -1.66007, -1.59697)
C (2.33905, -2.91840, -2.06946)
C (1.44985, -2.18153, 1.35588)
C (2.26132, -3.47071, 1.40190)
H (-2.17197, -3.76700, -1.75505)
H (-1.02969, -2.67512, -2.52492)
H (-2.17178, -2.05285, -1.34266)
H (0.08456, -4.04078, -0.67826)
H (-1.07379, -3.37131, 0.45708)
H (2.31336, -0.83563, -1.39983)
H (0.98228, -1.28793, -2.40105)
H (3.02917, -3.32069, -1.33368)
H (2.91685, -2.71242, -2.97157)
H (1.63250, -3.71232, -2.31668)
H (0.66805, -2.21001, 2.12456)
H (2.05674, -1.31427, 1.61380)
H (1.66914, -4.33960, 1.11336)
H (2.63662, -3.65869, 2.40870)
H (3.12343, -3.43169, 0.74085)

Atomic forces in eV per Å
Ag -0.12 -0.36 -0.17
O -0.14 0.07 -0.11
C 0.52 0.08 0.00
N -0.40 0.06 0.01
C 0.12 -0.06 0.06
C 0.06 -0.02 -0.02
C 0.06 0.08 0.01
C -0.11 -0.02 0.01
C 0.03 0.06 0.01
C -0.04 -0.15 0.02
N 0.18 0.08 -0.02
C -0.36 -0.37 0.08
O 0.08 0.10 -0.06
C 0.11 0.19 -0.10
C 0.17 0.05 0.05
C -0.05 -0.09 0.03
C -0.03 -0.01 -0.01
C -0.14 -0.11 -0.06
N 0.11 0.15 0.10
C -0.05 0.11 -0.03
C -0.17 -0.04 -0.01
C 0.14 0.02 0.04
C -0.07 -0.03 -0.01
C 0.09 0.03 0.03
N -0.10 -0.09 -0.02
H 0.02 0.04 0.01
H 0.00 0.04 -0.01
H -0.04 0.07 -0.02
H -0.08 0.01 0.01
H -0.06 0.00 -0.02
H 0.02 -0.03 0.01
H 0.00 -0.01 -0.01
H 0.01 -0.02 0.07
H 0.02 0.06 0.00
H 0.05 -0.01 0.01
H 0.07 -0.02 0.01
H 0.03 -0.16 0.05
C -0.09 -0.04 -0.10
C 0.08 -0.18 0.09
P 0.02 0.76 0.16
C -0.04 0.02 -0.15
C 0.02 -0.13 -0.10
C -0.06 -0.17 0.12
C 0.02 -0.07 -0.01
H -0.04 -0.04 0.00
H 0.05 0.02 -0.09
H -0.03 0.06 0.03
H -0.05 0.04 -0.04
H -0.03 -0.03 0.08
H 0.07 -0.04 0.02
H 0.03 0.00 0.05
H 0.06 0.01 0.10
H 0.01 0.02 -0.05
H -0.04 -0.02 -0.01
H 0.02 -0.01 -0.02
H 0.06 0.03 -0.04
H -0.06 -0.01 -0.04
H 0.00 0.03 0.06
H 0.08 0.03 -0.04

These are the natural (NBO) partial charges, in e, on atoms 1 to 8:
1. Ag 0.752
2. O -0.716
3. C 0.589
4. N -0.728
5. C 0.109
6. C -0.229
7. C -0.253
8. C -0.247

---

[3]
DFT (ωB97M-V/def2-TZVPD) results for a molecular structure, C24H27AlFN3O3 in a non-equilibrium geometry.

Properties
* strongest force on any atom: 1.8 eV/Å
* Kohn-Sham gap: 0.2637 Eh
* charge: +2

Cartesian coordinates (Å):
C (6.48490, -2.20689, 0.00612)
C (6.08575, -2.74734, 1.15728)
H (6.42655, -1.12590, -0.16943)
H (6.92016, -2.80801, -0.80444)
H (6.18592, -3.82381, 1.35560)
H (5.69973, -2.12146, 1.97483)
Al (3.13220, -2.65107, -0.18988)
C (3.42637, -3.81838, -2.47142)
C (4.19695, -4.76615, -1.76892)
C (2.24263, -4.48371, -0.56673)
C (2.18892, -3.62633, -1.76719)
H (5.15357, -5.15449, -2.10760)
H (3.78226, -5.99849, 0.04866)
H (1.37809, -4.75191, 0.03429)
C (3.50002, -5.18954, -0.61949)
H (1.27949, -3.19270, -2.17865)
H (3.64765, -3.38215, -3.44420)
F (-2.86701, -1.41202, 2.43273)
C (-2.12010, -0.67612, 1.52990)
C (-0.94130, -1.19979, 1.07116)
C (-0.14079, -0.40271, 0.19730)
C (1.19112, -0.75533, -0.11935)
O (1.70697, -1.80966, 0.50538)
C (1.92109, 0.01754, -1.06381)
C (1.30722, 1.12876, -1.61875)
N (0.02333, 1.49409, -1.33614)
C (-0.55112, 2.65949, -1.93477)
C (-0.28539, 2.95153, -3.38261)
C (-1.65899, 2.54477, -2.94242)
C (-0.69721, 0.77847, -0.37176)
C (-1.96861, 1.22076, 0.01600)
C (-2.64881, 0.56704, 1.06825)
N (-3.76261, 1.10124, 1.67666)
C (-4.69211, 1.92228, 0.93418)
C (-4.52432, 3.37876, 1.34373)
N (-4.65592, 3.42405, 2.82319)
C (-3.74254, 2.57215, 3.61416)
C (-3.92708, 1.13900, 3.12338)
C (3.40866, -0.12468, -1.27308)
O (4.09545, 0.85546, -1.50044)
O (3.91231, -1.36406, -1.17863)
H (-0.57715, -2.17908, 1.38302)
H (1.82425, 1.76558, -2.33253)
H (-0.59857, 3.51931, -1.25804)
H (-0.16175, 3.99751, -3.65653)
H (0.29404, 2.22446, -3.95031)
H (-2.01285, 1.54704, -3.20142)
H (-2.41926, 3.32356, -2.91565)
H (-2.39231, 2.11543, -0.44893)
H (-5.72023, 1.58804, 1.15613)
H (-4.50155, 1.79201, -0.13561)
H (-3.53057, 3.76274, 1.10159)
H (-5.28417, 4.02867, 0.90262)
H (-4.57691, 4.38990, 3.14165)
H (-5.59431, 3.08013, 3.03026)
H (-3.98765, 2.67751, 4.67291)
H (-2.72801, 2.94047, 3.44531)
H (-4.94566, 0.78789, 3.36120)
H (-3.20075, 0.47612, 3.60123)

Atomic forces in eV per Å
C 0.05 0.24 -0.40
C -0.55 -0.34 0.33
H 0.01 -0.50 0.05
H -0.24 0.25 0.43
H -0.06 0.53 -0.09
H 0.26 -0.26 -0.30
Al 0.41 0.03 -1.65
C -1.42 -0.66 0.41
C -0.03 0.05 -0.03
C 0.27 0.14 -0.56
C 0.57 -1.34 -0.56
H -0.14 0.20 0.24
H 0.10 0.42 0.03
H 0.27 0.11 -0.02
C -0.12 0.52 -0.32
H 0.32 0.15 0.27
H 0.15 0.05 0.48
F 0.76 0.97 -1.04
C -0.20 -0.88 0.34
C 0.16 0.75 0.10
C -0.97 0.48 -0.17
C 1.23 -1.10 0.09
O -0.17 1.40 -0.36
C -0.47 0.44 0.64
C -0.95 0.01 0.18
N 1.06 -1.38 0.57
C -0.13 1.17 -0.18
C -0.06 0.07 -0.09
C -0.25 -0.25 -0.03
C 0.05 -0.45 -0.38
C -0.52 -0.20 0.81
C 1.10 0.14 -0.37
N -0.47 -0.29 -0.15
C 0.28 -0.04 -0.03
C 0.32 -0.11 -0.60
N -0.82 0.65 0.37
C 0.78 -0.61 0.03
C 0.06 -0.26 -0.27
C 1.49 0.11 -0.13
O -1.08 -1.10 0.04
O -0.75 0.81 1.13
H -0.15 0.37 0.08
H 0.05 -0.14 0.27
H 0.15 -0.34 -0.16
H 0.21 -0.34 0.04
H -0.16 0.27 0.09
H 0.11 0.26 0.03
H 0.11 -0.26 -0.01
H 0.25 -0.36 0.34
H 0.18 0.08 -0.16
H -0.28 0.11 0.21
H -0.09 -0.06 -0.03
H 0.07 -0.04 0.17
H -0.24 0.06 0.08
H -0.33 0.38 0.20
H -0.07 0.06 -0.13
H -0.05 -0.12 0.01
H 0.28 0.00 0.15
H -0.29 0.18 0.00

These are the natural (NBO) partial charges, in e, on atoms 1 to 8:
1. C -0.302
2. C -0.467
3. H 0.221
4. H 0.217
5. H 0.220
6. H 0.209
7. Al 2.034
8. C -0.195

---

[4]
DFT (ωB97M-V/def2-TZVPD) results for a molecular structure, C24H27Br2N6PtTe in a non-equilibrium geometry.

Properties
* strongest force on any atom: 1.3 eV/Å
* Kohn-Sham gap: 0.2189 Eh
* energy above the lowest of the compared OMol25 structures with the same formula, charge and spin: 8.46 kcal/mol
* charge: +1

Cartesian coordinates (Å):
Pt (1.18288, -1.58047, 0.57636)
Br (7.30832, 0.09479, 2.72551)
C (5.62006, -0.35994, 2.05980)
C (5.20980, 0.10817, 0.82344)
C (3.95217, -0.24937, 0.37598)
N (3.13746, -1.01481, 1.09708)
C (3.54957, -1.50628, 2.28013)
C (4.79024, -1.19077, 2.79869)
C (2.60536, -2.46385, 2.90328)
C (2.78953, -3.00047, 4.15980)
C (1.84205, -3.87703, 4.67008)
Br (2.07085, -4.60416, 6.37570)
C (0.73162, -4.19454, 3.91068)
C (0.60252, -3.62209, 2.65987)
N (1.51749, -2.78260, 2.15756)
H (5.84849, 0.73713, 0.22140)
H (3.57310, 0.09060, -0.57780)
H (5.12624, -1.59363, 3.74216)
H (3.65194, -2.73123, 4.75090)
H (-0.02710, -4.87172, 4.27442)
H (-0.24406, -3.83179, 2.02044)
C (-5.77281, 1.60823, -0.13224)
C (-4.59192, 0.68214, -0.23820)
C (-4.30589, 0.00410, -1.41346)
C (-3.22816, -0.87111, -1.51716)
C (-3.00360, -1.57401, -2.83214)
C (-2.39538, -1.07196, -0.40165)
Te (-0.86106, -2.55390, -0.64182)
C (-2.66140, -0.39015, 0.79423)
C (-1.86246, -0.54965, 2.06205)
C (-3.75333, 0.47240, 0.84636)
H (-6.30079, 1.68534, -1.08153)
H (-5.46261, 2.61078, 0.16636)
H (-6.47977, 1.25048, 0.61775)
H (-4.94112, 0.15314, -2.28010)
H (-3.71698, -1.22741, -3.57873)
H (-3.12619, -2.65477, -2.73606)
H (-1.99519, -1.40151, -3.21466)
H (-0.83762, -0.85999, 1.87153)
H (-2.32376, -1.29973, 2.71108)
H (-1.83678, 0.38867, 2.61654)
H (-3.95436, 0.99455, 1.77683)
C (0.84591, 2.11973, -4.17161)
C (0.22325, 3.27007, -3.38599)
C (1.28362, 4.22891, -2.85451)
C (-0.69847, 2.76568, -2.27384)
N (-0.02355, 1.86520, -1.33394)
C (0.09817, 0.54704, -1.37172)
N (0.79354, 0.19568, -0.31075)
N (1.09826, 1.32108, 0.37125)
N (0.61040, 2.32672, -0.24381)
H (1.40967, 2.50499, -5.02028)
H (0.08917, 1.43374, -4.55953)
H (1.54582, 1.54909, -3.55485)
H (-0.44050, 3.82102, -4.05861)
H (1.92413, 3.74280, -2.11549)
H (0.83179, 5.10088, -2.38049)
H (1.91978, 4.57671, -3.66810)
H (-1.54205, 2.21041, -2.68303)
H (-1.08334, 3.58862, -1.67488)
H (-0.31289, -0.11994, -2.11028)

Atomic forces in eV per Å
Pt 0.50 1.15 0.00
Br 0.02 0.01 0.01
C 0.03 -0.01 0.03
C -0.01 -0.01 -0.06
C -0.04 0.12 0.12
N -0.10 0.00 0.47
C 0.00 -0.21 -0.22
C 0.02 -0.04 0.00
C -0.17 0.02 -0.07
C 0.06 0.02 0.08
C 0.03 0.05 -0.06
Br 0.01 -0.02 0.04
C -0.05 -0.03 -0.02
C 0.19 -0.07 -0.03
N -0.05 -0.67 0.05
H 0.00 -0.01 -0.01
H 0.00 0.03 0.02
H 0.00 0.02 0.00
H -0.02 -0.02 0.01
H 0.00 0.01 0.00
H -0.02 0.01 0.01
C 0.02 -0.01 -0.01
C -0.01 0.03 0.00
C 0.02 0.01 -0.04
C 0.08 0.07 0.01
C -0.08 0.03 0.05
C 0.06 -0.14 -0.14
Te -0.46 -0.31 0.46
C 0.04 0.03 0.05
C -0.07 -0.04 0.02
C 0.05 0.07 -0.01
H 0.00 0.00 0.00
H 0.00 -0.01 0.00
H 0.00 0.00 0.00
H -0.01 -0.02 0.01
H 0.00 0.01 0.02
H 0.04 -0.01 -0.01
H 0.02 -0.05 -0.03
H -0.02 0.01 0.02
H 0.03 -0.03 -0.03
H -0.02 0.00 0.00
H 0.01 -0.01 -0.01
C -0.02 0.00 0.00
C 0.02 -0.02 0.01
C -0.01 -0.02 0.00
C 0.01 0.01 -0.01
N 0.00 0.12 -0.01
C -0.04 0.12 -0.02
N -0.07 -0.22 -0.71
N 0.02 0.10 -0.11
N -0.02 -0.06 0.08
H 0.00 0.00 0.00
H 0.01 0.00 0.01
H 0.00 0.00 -0.01
H 0.01 0.02 0.00
H 0.01 0.00 -0.01
H 0.00 -0.01 0.01
H -0.01 0.01 0.00
H -0.01 -0.04 0.03
H -0.01 0.00 0.01
H 0.02 0.03 0.00

These are the natural (NBO) partial charges, in e, on atoms 1 to 8:
1. Pt 0.632
2. Br 0.158
3. C -0.034
4. C -0.258
5. C 0.102
6. N -0.477
7. C 0.192
8. C -0.236